ORCA calculation (ωB97M-V with the def2-TZVPD basis set) on 2 unconnected molecules or ions with the total composition C2H9N3O at a distorted geometry.

E (Eh): -321.08391
2S+1: 1
ΔE to the lowest compared entry with this formula, charge and spin (kcal per mole): 30.0
HOMO energy (eV): -8.95
Structure (SMILES): NC=O.NCN
HOMO-LUMO gap (Ha): 0.358

Last column: Löwdin charge in e.
Atoms and positions in Å:
C 0.29217 1.86206 -0.30987  -0.374
N -0.51328 3.00510 -0.59121  0.052
O 0.49540 1.01336 -1.11656  0.064
H 0.72764 1.82718 0.70338  0.129
H -1.19678 3.14104 0.15500  0.081
H 0.09975 3.81286 -0.49987  0.081
N 1.25426 -1.48684 0.55669  -0.006
C -0.22053 -1.48399 0.74198  -0.384
N -1.07250 -1.79116 -0.38095  0.002
H 1.44929 -2.38032 0.11961  0.050
H 1.40819 -0.82416 -0.20260  0.025
H -0.41455 -2.20032 1.53863  0.100
H -0.50430 -0.50198 1.11656  0.081
H -0.82707 -1.23545 -1.18362  0.046
H -0.97771 -2.75738 -0.64718  0.055